{
  "formula": "C5H10O2",
  "method": "ωB97M-V with the def2-TZVPD basis set",
  "largest_force_ev_per_a": 0.511,
  "multiplicity": 1,
  "total_energy_ev": -9441.3783,
  "species": ["C", "C", "C", "O", "C", "O", "C", "H", "H", "H", "H", "H", "H", "H", "H", "H", "H"],
  "xyz": [[2.386759, 0.085303, 0.998253], [1.204149, 0.007431, 0.028548], [0.023396, -0.696535, 0.663943], [0.138589, -1.708342, 1.323446], [-1.343931, -0.015782, 0.574313], [-1.495842, 0.911834, -0.466419], [-1.858797, 0.329665, -1.695354], [2.862006, -0.889867, 1.113020], [3.136158, 0.801629, 0.649789], [2.063056, 0.406476, 1.994996], [0.890986, 1.000135, -0.301763], [1.468605, -0.558869, -0.876595], [-2.122025, -0.793647, 0.574877], [-1.460463, 0.555846, 1.503140], [-1.056529, -0.292957, -2.121320], [-2.077996, 1.148300, -2.385142], [-2.758122, -0.290621, -1.577733]],
  "forces_ev_per_a": [[0.112, -0.054, 0.064], [-0.029, 0.037, -0.033], [0.013, -0.153, 0.310], [-0.043, 0.373, -0.346], [-0.083, -0.077, 0.204], [-0.036, 0.047, 0.038], [-0.087, -0.099, -0.241], [-0.047, 0.081, 0.017], [-0.093, -0.140, -0.036], [-0.003, -0.023, -0.195], [0.019, -0.088, 0.040], [0.025, 0.105, 0.160], [0.106, 0.118, -0.091], [0.078, -0.120, -0.009], [-0.082, 0.092, 0.105], [0.056, -0.153, 0.078], [0.096, 0.053, -0.062]]
}